This record from the Open Molecules 2025 dataset describes a structure of composition C39H46Br3F4N4OP2STl. The level of theory is the ωB97M-V functional and the def2-TZVPD basis.

Output
F_max ... 0.24 eV/A
Total charge ... -2
Gap between HOMO and LUMO ... 5.068 eV
Spin multiplicity ... 1
Total energy ... -11182.8983 Eh
Energy above the lowest of the compared OMol25 structures with the same formula, charge and spin ... 15.54 kcal per mole

Cartesian coordinates (Å):
H  2.82262  3.73323  -3.00289
C  3.28013  3.61819  -0.85301
H  3.52447  0.43353  -4.23204
C  3.74476  -4.53524  0.10418
H  7.44500  2.31699  0.63984
H  6.15524  2.62532  -2.75166
C  3.03730  -2.29009  0.63553
Br  -2.39924  2.92354  2.86757
H  4.68811  -0.73143  -1.73459
C  -0.80685  2.25727  -3.46862
H  5.80908  2.34844  2.44058
H  -0.21653  0.37942  -4.34879
H  4.31491  -5.21665  -0.51679
C  0.52906  -3.90280  5.90978
C  2.27400  -2.77940  1.69957
F  2.49800  -3.32782  4.84881
H  4.37061  -2.77905  -0.96055
O  -0.72492  2.80984  -1.14667
H  5.94650  -0.33349  0.09381
C  4.42864  1.28553  -2.47443
H  6.22940  0.13144  -1.92999
H  2.55229  1.73555  -3.55139
H  2.60286  2.37702  5.19270
C  6.68812  2.32493  -0.15547
C  3.18941  0.89389  -3.29401
C  -0.34812  0.87490  -3.37962
C  -1.71492  4.86932  -3.94693
H  -2.16815  2.65753  0.37392
H  2.00700  4.96534  0.23483
H  5.58419  1.81073  -4.20838
C  2.10388  0.62931  4.05786
F  1.22866  -4.61914  6.80129
H  5.04265  4.47843  -1.85214
H  4.92213  1.63013  5.64405
C  2.94865  -5.02608  1.12824
H  1.10391  0.97693  3.81696
H  5.00429  4.75361  -0.10881
C  -1.06841  2.72451  -4.75994
C  5.04006  2.55631  1.68710
Tl  0.36904  0.89058  0.24566
H  -0.90821  2.03421  -5.58426
H  6.59900  3.35106  -0.51134
S  -0.69126  -1.98836  -0.31557
C  3.78213  -3.16825  -0.13906
H  4.20287  -1.93719  3.38805
H  5.01829  3.63366  1.53094
F  -1.47097  -4.49083  6.99961
C  2.53519  -0.60100  3.56080
H  -1.70794  4.32736  -6.04658
C  3.84689  -1.00037  3.79862
H  1.63008  3.26905  0.52654
Br  -1.98951  -1.38270  2.92040
H  0.97317  -3.81084  -1.33455
C  5.25966  2.29109  -3.27659
C  -0.92016  -2.41206  4.07620
H  6.34835  0.33259  1.67904
H  2.88827  -6.09277  1.31024
N  0.40865  -1.08230  -2.66754
H  -1.59562  5.12799  -1.82052
H  1.58945  -4.55710  2.70398
H  3.91630  5.64584  -1.16485
H  4.68026  3.16962  -3.55781
C  -0.84453  -3.83819  6.01239
C  5.59674  0.33249  0.87954
C  4.38699  4.66846  -1.00318
C  2.31406  3.75297  -2.03975
C  0.47479  -2.48007  3.93806
H  2.58246  0.16769  -2.75303
C  -1.56324  -3.09122  5.09884
H  3.02738  4.00387  1.30806
Br  -3.89873  0.92657  0.84875
C  -1.46143  4.45378  -2.66005
C  1.16363  -3.22582  4.88390
C  2.21937  -4.15123  1.92243
C  -3.01722  2.62588  1.05712
H  3.02433  -1.22360  0.38526
H  7.07520  1.71642  -0.97231
P  1.28223  -1.51248  2.56766
C  5.37478  1.77599  0.40925
H  -2.06414  5.88360  -4.12116
C  2.44789  3.97410  0.38925
C  -1.51816  4.00611  -5.02964
C  -0.98940  3.13809  -2.34628
C  2.95067  1.42111  4.82033
C  5.23364  -0.01461  -2.34837
N  -0.08564  0.17615  -2.34336
F  -2.89216  -3.04415  5.24901
H  4.66643  -0.06804  1.27718
H  5.72257  -0.51775  4.71315
H  1.55396  -3.13624  -2.77040
C  4.25051  1.00372  5.06884
H  -3.74443  3.39765  0.84339
H  4.07908  2.23458  2.09224
C  4.69951  -0.20153  4.54635
H  5.35647  -0.44707  -3.34779
C  0.20631  -2.01600  -1.79348
N  0.76347  -3.25460  -2.15022
N  2.73637  0.83236  -0.18779
P  3.81432  1.78157  -0.72348
H  1.78838  4.71064  -1.96630
H  1.55354  2.97117  -2.02154


This record from the Open Molecules 2025 dataset describes a structure of composition C39H46CrN3O3S3Si2Te. The level of theory is the ωB97M-V functional and the def2-TZVPD basis.

Output
F_max ... 0.18 eV/A
Total charge ... -2
Gap between HOMO and LUMO (spin up / spin down) ... 5.575 / 5.598 eV
Spin multiplicity ... 2
Total energy ... -4989.9619 Eh
Energy above the lowest of the compared OMol25 structures with the same formula, charge and spin ... 1.71 kcal per mole

Cartesian coordinates (Å):
C  -0.71351  -0.21278  6.44428
C  -0.26820  2.43603  0.32757
C  0.98718  -2.47220  -5.77632
C  -0.74588  3.63453  -0.27616
C  3.41238  2.76992  -0.03250
H  -2.08289  -0.48355  -6.96090
C  0.43325  -0.89335  6.05449
H  -3.48424  3.04683  3.04262
O  -2.00325  -2.03657  7.71841
H  4.32918  -1.67976  -2.14441
C  -2.36420  -2.91106  4.24340
H  -1.80669  3.82423  -0.34126
H  3.75716  2.28262  -0.94498
H  -1.98915  -3.50590  -4.09644
H  -3.61320  0.86097  -1.02899
C  1.94718  3.09042  -0.13190
C  1.08164  -0.56530  4.87569
C  -3.68009  1.79104  -0.46253
H  0.81251  -1.68614  6.68682
H  2.18883  0.45637  2.84557
H  -4.26522  -4.97105  2.34056
H  0.87332  -3.50268  -7.65259
C  -0.87346  -2.90819  -0.92311
H  2.51212  -4.55449  1.59768
H  -0.19613  5.45257  -1.22948
Cr  0.67394  0.05698  0.82753
H  -2.10046  1.32324  5.95717
H  0.88644  -2.04774  -2.90674
H  3.60128  2.07487  0.78313
C  -0.11366  -4.07126  -0.77789
C  0.00097  -5.00008  -1.80519
C  0.43938  -2.73709  -7.02046
H  1.21296  1.77298  2.66297
H  -2.92351  0.09216  3.07710
N  -0.97962  1.44176  0.86954
H  -1.10404  -2.21464  -8.42440
H  -2.00164  3.73410  2.37715
C  -1.55826  -2.74671  -2.13229
C  0.44516  -1.49302  -4.94569
S  1.37670  -2.06744  1.66042
H  0.60670  -5.88892  -1.66271
C  0.15954  4.53543  -0.77178
O  -2.59677  0.30257  8.13924
H  3.31750  -3.11302  -2.34303
H  2.25929  4.99454  -1.06283
H  -2.17996  -1.86698  -2.26402
H  -0.94500  -1.51378  3.48485
N  1.22452  0.77236  2.83009
C  -0.66858  -2.01734  -7.45199
H  -3.33854  2.60427  -1.10754
C  -1.66831  -2.27581  3.22275
C  2.92113  -1.97712  -0.55067
C  2.94988  -4.14345  0.68848
H  -4.46813  0.67963  2.46230
H  -3.53770  3.99251  1.55434
Si  -2.68790  1.64384  1.13734
C  0.57945  0.45085  4.06930
H  -3.85259  -4.38180  4.71530
C  -1.46003  -3.67209  -3.16415
C  -2.83961  -3.55446  1.58534
S  2.39847  -0.30592  -0.65500
H  4.03917  -4.20195  0.77955
C  -0.56113  1.13802  4.45509
C  3.85521  -2.50275  -1.60766
H  -3.04242  -3.81181  0.54974
H  -2.19498  -2.63448  5.27895
C  -0.67245  -0.77459  -5.37500
C  1.04394  -1.21772  -3.59628
C  -1.28116  0.25677  -4.46054
H  4.64226  -3.13052  -1.17976
H  1.95902  -1.11491  4.55570
C  -2.94932  3.25932  2.11352
H  -0.57031  -5.51733  -3.81498
S  -1.53361  -0.67905  7.97252
H  -0.95152  1.92174  3.81459
H  -3.61912  -0.62736  1.62727
Si  -1.08054  -1.59699  0.45504
H  2.65947  -4.78517  -0.14977
H  -2.23788  -0.09821  -4.07197
H  1.84645  -3.03581  -5.43031
H  -4.73267  1.97136  -0.22056
C  -3.48112  0.30891  2.16479
H  -2.28154  -0.91610  -0.15579
H  0.38397  -4.25474  0.16591
H  -1.45693  1.19719  -4.98276
Te  0.08921  0.52005  -2.80698
O  -0.48355  -0.60403  8.98124
H  2.11253  -1.02319  -3.66004
C  -0.66392  -4.79892  -3.00830
H  3.98744  3.68530  0.11753
N  1.07551  2.19938  0.35103
C  -1.20626  0.80232  5.64028
C  -3.53400  -4.21062  2.59486
C  2.49593  -2.72002  0.47960
C  -1.21530  -1.04464  -6.63046
C  -1.89272  -2.56976  1.87735
C  1.53114  4.28603  -0.69199
C  -3.30146  -3.88563  3.92482


This record from the Open Molecules 2025 dataset describes a structure of composition C39H46F3IrN6OSTe. The level of theory is the ωB97M-V functional and the def2-TZVPD basis.

Output
F_max ... 0.53 eV/A
Total charge ... +1
Gap between HOMO and LUMO (spin up / spin down) ... 6.842 / 5.768 eV
Spin multiplicity ... 6
Total energy ... -2987.3427 Eh
Energy above the lowest of the compared OMol25 structures with the same formula, charge and spin ... 16.90 kcal per mole

Cartesian coordinates (Å):
H  -3.99223  -2.86128  -0.87839
C  -2.18143  -2.33077  -2.88646
H  -1.24570  5.12478  2.16405
C  4.13321  2.26029  3.21299
N  -0.05930  1.17130  -2.68533
C  -3.30052  -2.04736  -0.65201
N  1.72238  2.82078  3.33172
C  -0.05069  1.99659  -5.02744
H  -2.87703  6.87653  1.51191
C  -4.03590  4.31514  -0.37706
C  -2.12075  3.63006  0.91104
H  -3.14696  -2.01761  0.42883
H  4.40233  3.29668  3.00567
C  1.59908  2.52867  -3.06412
C  2.91537  -2.78230  -2.25819
H  -0.55206  -4.34047  7.07895
C  2.17633  -1.71650  -1.78196
C  -1.62895  -2.59646  4.39405
C  -1.38207  0.93894  4.84416
H  -4.65570  6.35277  -0.11866
H  2.08273  3.03062  0.12983
H  3.41076  3.00958  -1.03506
H  0.51268  2.71710  -5.61525
C  2.57721  2.43298  -0.63884
F  5.27588  -4.46638  -2.56556
N  0.60349  1.26146  -1.51662
H  -1.23122  -2.48971  -3.39955
H  0.29445  -2.81346  5.33833
N  -0.13635  2.95152  2.06610
N  1.94487  -1.52420  -0.48055
H  -0.86409  0.56163  -2.71953
H  -0.31337  -3.66658  -1.35190
O  -1.45561  1.38215  0.96394
F  4.66610  -5.63875  -0.85027
Te  -0.99169  -1.28998  2.82854
C  -1.17921  2.54184  1.31214
H  3.07773  -2.90333  -3.32043
H  2.59068  1.13059  4.20978
C  2.84347  2.16894  4.01130
C  0.59052  4.52693  4.72859
C  -3.85437  1.78883  3.89211
H  -1.13916  -3.49583  0.20535
C  -1.96574  -2.25745  -1.37288
C  -2.97176  -2.95310  4.40051
C  3.43118  -3.68487  -1.34077
H  2.96910  1.53243  -0.16306
C  -2.94421  5.88443  1.08514
C  -1.95977  0.33879  3.73458
H  -3.80259  3.21301  5.49262
H  -1.90093  -4.41327  -1.10359
F  3.45902  -5.63487  -2.64727
H  1.73845  -0.98832  -2.45360
C  -2.03052  4.90858  1.45271
C  3.21392  -3.48548  0.00940
C  -3.12958  3.33672  -0.00338
C  2.46372  -2.38482  0.39226
C  -1.22918  -3.95273  6.32936
H  4.95419  1.80418  3.76657
C  -3.28413  2.40102  4.99996
C  -3.43762  -3.81403  5.38390
H  -3.75991  -1.10634  -0.95778
H  3.61034  -4.16415  0.75034
H  -2.63147  -1.40754  -3.25817
H  2.28592  3.20984  -3.53655
H  -2.93788  -4.98171  7.11042
H  -4.81092  2.12721  3.51601
H  -0.40421  4.18421  4.44606
H  2.57079  4.62374  3.86211
C  -1.28754  -3.53942  -0.87577
H  4.02666  1.73526  2.26303
H  -1.09446  2.31167  -5.01653
H  -4.81569  4.08774  -1.09215
Ir  0.02579  -0.20614  0.06679
S  1.22559  0.50057  2.18232
C  -3.19526  0.74914  3.25271
C  -0.75224  -3.09216  5.34853
C  4.21762  -4.87004  -1.84771
H  -1.61091  2.44965  6.34488
H  2.94600  2.66384  4.97860
H  -2.85077  -3.15426  -3.13962
H  -3.65896  -2.56502  3.65697
N  -1.10185  -1.14606  -1.08532
C  -3.94500  5.58918  0.16978
C  1.57653  4.25804  3.60444
H  2.26761  -2.18449  1.43939
C  -2.56865  -4.31159  6.34576
C  0.84021  2.20499  2.53074
C  1.62309  2.08408  -1.73039
H  -4.48210  -4.09635  5.39802
H  -0.41980  0.60863  5.21803
H  0.54451  5.59466  4.94505
H  -3.62519  0.29586  2.36901
C  0.50404  1.92407  -3.64668
H  1.26018  4.74916  2.68724
H  0.00805  1.03020  -5.52967
C  -2.05346  1.97564  5.47856
H  0.89153  4.01242  5.64355
H  -3.19020  2.33584  -0.41023